Entry 1:
Density functional theory data (wB97M-V/def2-TZVPD) for a structure of composition C37H47N14O13Zr at a distorted geometry.

Results
Energy, a.u.: -3229.52228
Max |F|, eV/A: 5.366
LUMO energy, Ha: -0.355
HOMO, eV: -14.174

```
! wB97M-V def2-TZVPD RIJCOSX def2/J DEFGRID3
* xyz 3 1
Zr -31.757 3.706 11.604
C -35.005 4.362 8.996
C -33.829 4.204 9.863
O -32.651 3.854 9.525
O -33.886 4.285 11.142
H -35.419 5.361 9.149
H -35.777 3.620 9.190
H -34.644 4.323 7.968
C -37.064 1.538 7.636
C -37.907 0.928 8.545
C -37.495 -0.218 9.211
C -36.215 -0.719 9.015
C -35.312 -0.018 8.203
C -35.752 1.085 7.495
C -33.909 -0.516 8.024
O -33.122 0.148 7.374
C -33.528 -1.740 8.777
C -32.177 -2.090 8.791
C -31.756 -3.245 9.420
C -32.711 -4.008 10.092
C -34.038 -3.639 10.132
C -34.466 -2.473 9.499
C -35.874 -2.054 9.584
O -36.740 -2.781 10.007
H -37.306 2.465 7.130
H -38.897 1.328 8.725
H -38.100 -0.748 9.935
H -35.109 1.621 6.808
H -31.472 -1.380 8.381
H -30.716 -3.534 9.459
H -32.372 -4.834 10.706
H -34.774 -4.262 10.622
C -38.222 7.516 5.233
C -37.630 6.333 5.661
C -36.316 6.114 5.305
C -35.550 7.063 4.636
C -36.148 8.258 4.251
C -37.467 8.494 4.601
C -35.375 9.324 3.545
O -35.870 10.397 3.313
C -33.931 9.045 3.340
C -33.155 10.046 2.779
C -31.819 9.839 2.456
C -31.223 8.626 2.780
C -32.011 7.600 3.276
C -33.351 7.787 3.564
C -34.149 6.736 4.227
O -33.661 5.651 4.500
H -39.264 7.738 5.426
H -38.147 5.593 6.260
H -35.814 5.190 5.549
H -38.065 9.348 4.311
H -33.503 11.064 2.652
H -31.168 10.610 2.067
H -30.159 8.490 2.642
H -31.610 6.601 3.410
C -36.885 5.442 13.208
O -36.850 4.255 13.544
N -37.773 6.329 13.738
N -35.901 5.929 12.390
H -37.591 7.304 13.582
H -38.294 6.065 14.555
H -35.298 5.209 12.018
H -35.834 6.870 12.049
C -33.329 3.419 14.800
O -32.841 3.616 13.625
N -32.556 3.535 15.901
N -34.640 3.233 14.934
H -32.847 3.223 16.811
H -31.620 3.813 15.686
H -35.238 3.341 14.114
H -35.055 2.960 15.809
C -32.879 8.279 9.573
O -31.887 8.358 8.881
N -33.064 9.132 10.663
N -33.842 7.313 9.406
H -33.984 9.464 10.914
H -32.345 9.794 10.905
H -34.733 7.517 9.829
H -33.778 6.782 8.553
C -30.832 3.700 6.130
O -30.332 4.493 6.938
N -30.199 3.242 5.007
N -32.121 3.255 6.260
H -30.623 2.462 4.541
H -29.238 3.518 4.918
H -32.452 2.448 5.759
H -32.605 3.529 7.095
C -29.659 1.946 9.608
O -30.573 2.616 10.179
N -28.340 2.052 9.903
N -29.992 1.130 8.603
H -27.694 1.802 9.169
H -28.046 2.831 10.468
H -29.364 0.744 7.918
H -30.984 1.115 8.386
C -29.626 5.895 10.207
O -30.539 5.147 10.710
N -28.647 6.417 10.990
N -29.651 6.199 8.924
H -27.883 6.835 10.484
H -28.561 6.111 11.941
H -29.011 6.896 8.577
H -30.212 5.646 8.254
C -31.647 6.650 13.380
O -31.973 5.742 12.589
N -32.053 7.907 13.158
N -30.877 6.425 14.479
H -31.795 8.594 13.846
H -32.456 8.174 12.247
H -30.499 5.509 14.619
H -30.530 7.193 15.028
*
```

***

Entry 2:
Density functional theory data (wB97M-V/def2-TZVPD) for a structure of composition C37H48HgN2OSi.

Results
Energy, a.u.: -2066.46010
Max |F|, eV/A: 0.451
LUMO energy (spin up / spin down), Ha: 0.096 / 0.096
HOMO (spin up / spin down), eV: -1.621 / -4.019

```
! wB97M-V def2-TZVPD RIJCOSX def2/J DEFGRID3
* xyz -1 2
Hg -0.573 -0.400 0.232
C -2.253 -2.311 -2.649
C -2.960 -3.553 -2.101
C -4.488 -3.488 -2.240
C -2.493 -4.054 -0.730
C -2.346 -5.436 -0.640
C -1.830 -6.056 0.483
C -1.444 -5.267 1.550
C -1.581 -3.883 1.530
C -1.133 -3.159 2.797
C -2.057 -2.064 3.343
C 0.330 -2.713 2.696
C -2.111 -3.249 0.377
N -2.207 -1.860 0.359
C -3.414 -1.232 0.198
C -3.454 0.183 0.225
C -4.498 1.092 0.012
C -3.939 2.380 0.150
C -2.592 2.231 0.439
N -2.298 0.890 0.494
C -1.619 3.337 0.790
C -2.138 4.087 2.028
C -0.226 2.807 1.111
C -1.508 4.326 -0.379
H -2.699 -2.035 -3.608
H -1.195 -2.523 -2.820
H -2.331 -1.452 -1.989
H -2.660 -4.366 -2.772
H -4.970 -2.918 -1.451
H -4.911 -4.495 -2.216
H -4.760 -3.031 -3.195
H -2.623 -6.038 -1.501
H -1.718 -7.133 0.519
H -1.040 -5.733 2.443
H -1.140 -3.942 3.564
H -2.299 -1.294 2.617
H -1.582 -1.590 4.207
H -2.998 -2.504 3.681
H 0.533 -2.072 1.836
H 0.985 -3.580 2.582
H 0.633 -2.176 3.600
H -4.320 -1.810 0.100
H -5.523 0.841 -0.217
H -4.466 3.321 0.076
H -2.219 3.405 2.877
H -3.128 4.506 1.840
H -1.460 4.903 2.299
H -0.250 2.106 1.948
H 0.439 3.632 1.384
H 0.219 2.308 0.249
H -2.485 4.745 -0.626
H -1.120 3.823 -1.268
H -0.832 5.149 -0.126
C 4.605 -1.266 -0.285
C 4.053 -0.265 -1.306
C 3.606 -1.020 -2.562
C 5.146 0.735 -1.686
Si 2.522 0.573 -0.558
O 1.401 -0.559 -0.342
C 2.995 1.384 1.085
C 3.913 2.430 1.223
C 4.216 2.974 2.463
C 3.607 2.478 3.608
C 2.703 1.432 3.500
C 2.407 0.896 2.255
C 1.866 1.872 -1.770
C 2.336 3.183 -1.879
C 1.798 4.073 -2.800
C 0.770 3.668 -3.639
C 0.284 2.372 -3.550
C 0.829 1.490 -2.627
H 5.427 -1.844 -0.726
H 3.833 -1.968 0.036
H 4.991 -0.758 0.603
H 4.448 -1.583 -2.983
H 3.246 -0.333 -3.333
H 2.803 -1.724 -2.335
H 5.978 0.213 -2.175
H 5.555 1.242 -0.809
H 4.778 1.493 -2.383
H 4.410 2.837 0.350
H 4.927 3.788 2.536
H 3.838 2.904 4.577
H 2.222 1.034 4.386
H 1.704 0.073 2.188
H 3.121 3.535 -1.221
H 2.175 5.087 -2.853
H 0.340 4.364 -4.350
H -0.530 2.050 -4.188
H 0.434 0.482 -2.561
*
```

***

Entry 3:
Density functional theory data (wB97M-V/def2-TZVPD) for a structure of composition C37H48N4PS5Zr.

Results
Energy, a.u.: -4037.09627
Max |F|, eV/A: 0.920
LUMO energy, Ha: -0.103
HOMO, eV: -10.048
Energy above the lowest of the compared OMol25 structures with the same formula, charge and spin, kJ/mol: 34.99

```
! wB97M-V def2-TZVPD RIJCOSX def2/J DEFGRID3
* xyz 1 1
Zr -0.607 0.133 0.515
S -2.920 0.872 -0.298
C -3.543 1.431 1.284
C -4.835 1.120 1.696
C -5.335 1.615 2.891
C -4.557 2.439 3.693
C -3.268 2.762 3.296
C -2.772 2.242 2.113
S -1.134 2.596 1.501
C -0.162 2.692 3.012
C 1.153 1.961 2.942
C 2.086 2.278 3.925
C 3.233 1.524 4.030
C 3.414 0.477 3.142
C 2.461 0.248 2.168
C 2.674 -0.868 1.188
S 1.220 -1.853 0.810
C 0.781 -2.697 2.304
C 1.367 -3.950 2.498
C 1.055 -4.704 3.611
C 0.139 -4.196 4.527
C -0.454 -2.965 4.325
C -0.161 -2.175 3.204
S -1.009 -0.632 3.050
N 1.345 0.990 2.049
H -5.448 0.490 1.065
H -6.343 1.365 3.191
H -4.951 2.836 4.619
H -2.664 3.420 3.907
H 0.018 3.739 3.256
H -0.747 2.248 3.820
H 1.881 3.088 4.611
H 3.963 1.734 4.801
H 4.286 -0.160 3.197
H 2.969 -0.462 0.222
H 3.464 -1.538 1.525
H 2.065 -4.331 1.763
H 1.510 -5.674 3.758
H -0.119 -4.770 5.407
H -1.170 -2.589 5.045
N -4.002 -6.281 1.622
C -3.244 -6.089 0.533
S -2.886 -7.267 -0.539
C -2.748 -4.668 0.364
C -1.662 -4.421 -0.461
C -1.177 -3.135 -0.565
N -1.710 -2.085 0.081
C -2.802 -2.316 0.817
C -3.337 -3.578 0.989
H -4.359 -7.206 1.797
H -4.117 -5.583 2.335
H -1.196 -5.235 -0.998
H -0.318 -2.938 -1.189
H -3.247 -1.458 1.304
H -4.231 -3.655 1.591
C -0.887 3.407 -2.137
C -0.232 2.450 -3.152
C -1.379 1.568 -3.674
C 0.300 3.274 -4.337
P 1.046 1.391 -2.327
N 0.508 0.901 -0.883
C 2.632 2.362 -2.110
C 3.496 2.508 -3.370
C 2.325 3.771 -1.567
C 3.495 1.725 -1.009
C 1.342 -0.121 -3.379
C 2.558 -0.898 -2.850
C 1.592 0.178 -4.867
C 0.136 -1.070 -3.297
H -1.587 4.030 -2.700
H -0.199 4.070 -1.629
H -1.460 2.856 -1.396
H -2.207 2.232 -3.929
H -1.751 0.870 -2.924
H -1.117 1.016 -4.574
H -0.565 3.743 -4.813
H 0.803 2.683 -5.100
H 0.969 4.076 -4.034
H 2.971 2.934 -4.222
H 3.944 1.564 -3.682
H 4.321 3.183 -3.129
H 1.846 4.426 -2.287
H 3.282 4.226 -1.301
H 1.716 3.738 -0.662
H 3.871 0.738 -1.260
H 2.950 1.677 -0.068
H 4.362 2.372 -0.862
H 3.498 -0.370 -2.994
H 2.622 -1.831 -3.412
H 2.457 -1.160 -1.796
H 2.459 0.812 -5.043
H 0.731 0.624 -5.359
H 1.784 -0.775 -5.366
H -0.273 -1.144 -2.290
H 0.471 -2.069 -3.589
H -0.676 -0.789 -3.962
*
```

***

Entry 4:
Density functional theory data (wB97M-V/def2-TZVPD) for a structure of composition C37H48N5O7S3SiY at a distorted geometry.

Results
Energy, a.u.: -3761.83699
Max |F|, eV/A: 4.232
LUMO energy (spin up / spin down), Ha: -0.024 / -0.024
HOMO (spin up / spin down), eV: -6.824 / -6.823
Energy above the lowest of the compared OMol25 structures with the same formula, charge and spin, kJ/mol: 0.00

```
! wB97M-V def2-TZVPD RIJCOSX def2/J DEFGRID3
* xyz 0 1
Y 1.264 2.051 -0.420
C -5.296 -6.268 4.502
O -5.233 -5.469 5.782
C -5.146 -4.203 5.479
C -4.487 -3.356 6.441
C -4.280 -2.009 6.234
C -4.407 -1.565 4.888
C -5.149 -2.347 3.962
C -5.727 -3.570 4.327
N -3.900 -0.346 4.540
N -4.014 -0.049 3.293
C -3.017 0.891 2.932
C -2.174 1.452 3.931
C -1.034 2.091 3.495
C -0.691 2.221 2.104
O 0.501 2.613 1.650
C -1.692 1.789 1.156
N -1.357 1.892 -0.194
C -2.302 1.497 -1.094
C -3.514 0.901 -0.763
C -3.795 0.661 0.559
C -2.867 1.094 1.535
H -5.375 -7.292 4.811
H -4.351 -6.170 3.951
H -6.127 -5.807 3.981
H -4.057 -3.883 7.340
H -3.910 -1.396 7.010
H -5.190 -1.950 2.961
H -6.498 -4.034 3.724
H -2.335 1.238 4.986
H -0.228 2.487 4.121
H -2.067 1.732 -2.102
H -4.229 0.668 -1.590
H -4.658 0.057 0.940
C 2.849 -2.229 0.504
C 1.780 -1.225 0.881
C 0.399 -1.834 1.135
C 2.228 -0.280 1.967
O 1.645 -0.339 -0.377
Si 1.631 -0.830 -1.954
S 0.985 0.961 -3.035
O 3.061 -1.331 -2.447
C 4.160 -1.082 -3.352
C 3.782 0.047 -4.275
C 4.423 -2.392 -4.124
C 5.307 -0.586 -2.550
O 0.440 -1.931 -2.014
C -0.291 -2.841 -2.905
C -0.680 -2.046 -4.103
C -1.442 -3.216 -2.000
C 0.599 -4.016 -3.326
H 3.087 -2.987 1.274
H 3.779 -1.698 0.197
H 2.437 -2.851 -0.308
H 0.301 -2.547 2.016
H 0.060 -2.442 0.286
H -0.340 -1.012 1.191
H 2.691 -0.882 2.733
H 1.354 0.236 2.394
H 2.959 0.462 1.580
H 2.923 -0.209 -4.912
H 4.615 0.242 -4.970
H 3.569 0.977 -3.778
H 3.427 -2.803 -4.450
H 4.883 -3.175 -3.484
H 5.048 -2.158 -5.058
H 5.215 0.441 -2.109
H 6.132 -0.472 -3.300
H 5.668 -1.325 -1.758
H -1.138 -1.073 -3.835
H -1.370 -2.610 -4.745
H 0.211 -1.820 -4.658
H -1.907 -2.275 -1.693
H -1.085 -3.680 -1.074
H -2.233 -3.889 -2.409
H 1.537 -3.708 -3.783
H 0.079 -4.727 -4.004
H 0.936 -4.631 -2.441
O 5.541 2.464 -1.146
C 4.353 2.531 -0.757
O 3.295 1.944 -1.245
C 4.098 3.466 0.391
C 5.161 4.277 0.802
C 4.896 5.353 1.655
C 3.636 5.443 2.278
C 2.735 4.454 1.969
N 2.870 3.560 0.972
H 6.077 4.147 0.223
H 5.761 5.975 1.918
H 3.420 6.245 3.011
H 1.763 4.392 2.435
S 0.788 4.796 -1.280
C -0.664 5.057 -2.053
N -1.117 4.242 -3.058
C -2.341 4.645 -3.783
C -2.798 5.998 -3.209
S -1.762 6.362 -1.766
H -0.481 3.547 -3.361
H -3.087 3.851 -3.685
H -2.089 4.679 -4.899
H -3.855 5.927 -2.887
H -2.571 6.810 -3.920
*
```